[1]
Formula: C45H50F16N2O27
Source: the OMol25 dataset
Level of theory: ωB97M-V/def2-TZVPD

Output
SMILES	CO[C@@H](c1ccccn1)[C@H](N=C=O)O[C@@H](CCC(F)(F)F)CCC(F)(F)C(F)(F)C(F)(F)C(F)(F)C(F)(F)C(F)(F)F.O=C1OCCO1.O=C1OCCO1.O=C1OCCO1.O=C1OCCO1.O=C1OCCO1.O=C1OCCO1.O=C1OCCO1.O=C1OCCO1
HOMO-LUMO gap	0.321	hartree

ORCA input file:
```
! RIJCOSX wB97M-V def2-TZVPD def2/J DEFGRID3
* xyz 0 1
F 2.359 -1.755 -4.198
H 1.215 -1.119 -1.676
H 2.219 2.746 -2.748
O 0.822 -3.543 -6.714
N 1.746 -1.311 0.387
O 1.890 -5.482 -6.327
H 7.680 0.710 -5.192
C 2.250 2.645 1.398
C -0.641 -0.924 -0.444
H -1.149 0.381 2.098
H -5.378 -6.346 -6.262
F 4.153 -0.433 -4.815
C 3.427 2.895 5.277
C 2.678 1.728 6.101
C 2.672 1.708 -2.509
H -3.891 4.598 0.080
C 3.182 -0.625 -3.788
F 1.273 3.114 3.924
H -1.458 -4.540 -3.358
F 4.508 3.412 2.250
O -1.837 6.975 3.682
N -0.979 -2.976 -1.932
H -6.284 4.399 9.775
C 3.594 0.987 7.203
C 3.366 -9.195 -6.339
O 3.788 -7.840 -6.356
H 2.426 -5.214 -8.292
O -3.892 -4.947 -6.028
F 2.904 4.721 3.729
H 1.798 3.711 1.514
C -4.744 2.526 1.737
O 4.462 -8.755 -8.295
C 2.690 3.290 3.880
H 2.494 3.500 -0.679
C -2.719 -1.138 -3.997
C -3.896 4.518 1.173
F 1.587 2.337 6.839
C -5.270 4.701 1.747
O 4.615 -6.512 -7.997
O -4.254 3.408 12.890
C 6.168 3.027 -4.856
C -5.795 0.542 5.710
C -0.640 6.971 4.449
C 0.957 -0.608 -0.679
C -7.313 1.920 6.609
C -4.312 -6.304 -6.018
H -5.789 -0.392 6.280
H 2.173 -2.839 -8.126
H 3.526 -9.639 -5.355
H 5.173 -10.188 -7.007
H -5.250 5.059 2.774
C -4.859 3.234 11.868
O -3.060 -3.615 -7.662
F 3.879 -1.059 -2.622
H 0.301 5.229 5.319
O 1.075 0.831 -0.684
H 6.684 2.416 -7.525
O -7.968 1.248 5.624
H 2.719 -2.806 -6.433
O -6.153 3.610 11.667
H 1.107 0.238 -3.333
C -3.359 -4.704 -7.258
C 0.758 -4.759 -6.107
H -0.867 7.315 5.462
H 0.106 7.636 4.009
C 6.493 1.760 -6.671
H -4.847 0.637 5.177
C -2.339 5.711 3.723
O -3.430 5.399 3.317
F 4.424 1.943 7.876
H -7.312 -0.322 4.432
O -3.209 -5.855 -7.969
F 4.838 2.664 5.109
C -5.420 2.415 9.861
H -3.962 -7.752 -7.588
C -3.457 -6.931 -7.076
C -1.941 0.074 1.325
H 0.409 5.306 3.546
O 5.646 3.781 -4.081
C 2.425 1.276 -0.947
H -7.452 3.106 10.127
H -6.787 1.306 3.943
H -4.155 -6.752 -5.036
H -5.884 5.377 1.149
O -3.570 3.185 1.539
O -4.341 2.635 10.760
H -2.254 0.462 -2.342
O 7.497 2.728 -4.860
O -0.179 -5.144 -5.460
H 2.299 -9.236 -6.579
C -2.417 -2.651 -4.200
O -1.354 0.250 0.007
O -5.982 1.627 6.608
H 3.238 0.477 -0.737
C 4.403 -0.295 6.662
C 1.522 -0.835 1.576
C 3.374 2.561 2.579
F 3.713 -1.533 6.884
C 2.177 0.601 -3.567
H 4.027 2.669 -0.096
C 2.873 2.579 -0.082
H 3.711 -4.876 -7.114
H -2.502 -7.292 -6.683
O 5.508 2.359 -5.842
C -2.100 -0.627 -2.663
F 3.800 1.225 2.855
O -7.840 2.674 7.382
F 2.691 0.486 8.221
C -0.220 5.535 4.410
C -1.288 -1.587 -1.792
H -0.773 -1.739 0.376
H -3.175 5.215 1.578
H 2.091 1.146 -4.592
H -5.785 1.392 9.991
C 4.216 -9.828 -7.398
O -4.835 1.336 1.897
C 2.645 -4.786 -7.309
F 4.793 -0.220 5.300
H 3.708 -10.650 -7.905
O -1.453 4.843 4.276
H -3.327 -0.541 -4.755
H 3.824 1.782 -2.613
F 5.627 -0.359 7.425
H -5.098 2.547 8.827
H -2.801 0.850 1.429
H -2.419 -0.951 1.510
C 7.677 1.645 -5.760
C -6.425 3.441 10.283
C 4.316 -7.601 -7.587
H 8.625 1.738 -6.295
F 3.329 4.084 6.107
F 2.082 0.718 5.291
H 1.392 1.918 1.607
C -1.604 -3.408 -3.146
O -5.801 3.382 1.730
H 6.154 0.790 -7.038
C 2.155 -3.377 -7.177
C -6.977 0.650 4.798
H -2.807 -3.197 -5.140
O 1.152 -0.659 2.765
*
```

Mulliken population analysis, charges in e, atoms 1 to 4: -0.303 -0.105 0.500 -0.243

[2]
Formula: C45H51Cl3NO8PS2V
Source: the OMol25 dataset
Level of theory: ωB97M-V/def2-TZVPD

Output
ΔE to the lowest compared entry with this formula, charge and spin	0.0	kcal per mole
HOMO-LUMO gap (spin up / spin down)	0.275 / 0.294	hartree

ORCA input file:
```
! RIJCOSX wB97M-V def2-TZVPD def2/J DEFGRID3
* xyz 1 3
H 2.706 4.817 -2.128
H 0.397 4.430 -2.788
C -0.198 -4.141 1.593
H 3.718 2.455 0.542
C -2.991 -1.056 3.614
S -2.740 -1.144 1.869
Cl 1.345 -0.841 2.875
C 0.968 4.490 3.993
H 4.404 0.249 -2.487
C -4.542 -1.108 5.430
C -1.408 -4.590 0.796
H -0.246 2.790 -2.797
N -5.720 2.049 -4.166
H -4.142 -2.992 1.674
H -5.119 -0.922 3.361
C -0.834 1.977 2.043
O 0.498 -2.098 -0.045
H -0.895 -1.100 4.087
O -1.936 1.525 1.761
H 0.691 -3.322 -2.068
H -4.321 4.122 -3.167
C 1.573 -4.443 -0.480
C 0.847 -0.701 -3.215
H -2.619 3.972 2.519
C 1.268 -4.203 -1.807
H 2.634 1.275 1.312
H -5.563 -1.108 5.788
C 2.323 -5.541 -0.070
C 2.372 0.903 -4.122
O -6.264 1.001 -4.447
S 1.105 -3.245 0.723
C -2.316 1.785 -1.604
H 1.927 4.694 4.451
H -1.075 -5.127 -0.104
H 2.913 0.675 -6.170
C -4.305 -1.016 4.064
H -3.199 -3.998 -0.172
H 0.223 -1.069 -2.425
H 4.652 1.904 -1.891
C 1.598 3.095 -1.624
C -2.628 -0.733 -1.965
C -1.322 5.283 3.633
Cl 0.308 6.849 4.993
V -0.293 0.207 0.087
O -1.638 -1.213 -1.399
C 1.740 -5.086 -2.757
C -2.826 3.075 -2.032
C 2.454 -6.202 -2.367
C 2.956 -0.885 3.658
H -3.258 -1.481 -2.435
H 2.996 1.782 -3.991
H 0.350 -4.977 2.021
H -4.691 -0.083 -3.313
C -2.417 -3.523 0.423
C -3.055 -2.939 1.689
C -0.043 5.418 4.146
C 2.919 3.758 -1.918
H -0.451 -3.474 2.415
H 4.140 -1.237 -0.119
H 1.123 4.839 -0.507
C -0.640 3.152 2.850
C -1.639 4.121 2.960
H -0.024 3.541 -0.243
C -3.026 0.645 -2.092
H 2.761 -6.909 -3.124
H 2.794 -1.379 -1.233
H -1.918 -5.349 1.406
C 3.159 -0.815 -0.372
O -1.236 1.639 -0.855
H 5.394 0.544 -1.059
C 2.325 0.268 -5.354
C 4.490 0.865 -1.585
H -1.324 -1.220 6.534
H -3.638 -1.280 7.367
C 3.498 1.383 0.661
C 0.679 3.370 -2.807
H 1.562 3.486 0.549
H 3.686 -1.203 2.925
H 1.519 -1.354 -6.467
H 1.156 3.190 -3.762
O -1.278 -0.997 1.580
C 1.628 0.436 -3.035
H -1.970 -2.767 -0.197
H -2.313 3.988 -1.746
H 3.353 -7.316 -0.779
O 0.252 1.432 1.529
C 1.536 -0.856 -5.512
C -4.580 1.998 -3.279
C -1.917 -1.099 4.471
H 2.479 -0.969 0.453
C 0.661 3.355 3.298
C -3.456 -1.187 6.299
C 3.307 0.682 -0.662
H 1.545 -4.911 -3.812
C 1.024 3.760 -0.368
C 0.799 -1.346 -4.449
H 3.437 3.380 -2.798
H -2.014 6.102 3.769
H 2.555 -5.684 0.980
Cl 3.379 0.729 4.217
H 0.160 -2.203 -4.595
H 2.893 -1.567 4.490
C -2.150 -1.156 5.830
C -3.923 3.154 -2.856
H 1.380 2.568 3.115
H -2.742 -3.435 2.603
C -4.135 0.763 -2.921
O -6.003 3.147 -4.571
H 4.369 0.947 1.164
C 2.748 -6.443 -1.032
H 3.625 3.764 -1.079
P 1.678 1.217 -1.388
*
```

Mulliken population analysis, charges in e, atoms 1 to 4: 0.536 0.569 -0.296 0.180

[3]
Formula: C45H51N10O18
Source: the OMol25 dataset
Level of theory: ωB97M-V/def2-TZVPD

Output
ΔE to the lowest compared entry with this formula, charge and spin	98.4	kcal per mole
HOMO-LUMO gap	0.273	hartree

ORCA input file:
```
! RIJCOSX wB97M-V def2-TZVPD def2/J DEFGRID3
* xyz -1 1
N -0.244 -0.201 0.277
C -0.117 -5.556 0.010
O -2.414 -4.182 -2.108
H 4.488 -1.491 4.211
C 0.744 -4.791 2.791
N 1.497 0.842 -5.591
H -6.893 -0.247 2.526
H -2.875 2.195 -7.167
H 2.443 3.983 -3.570
C 3.783 -2.844 0.620
O -5.297 3.348 2.418
H -0.671 3.037 1.661
H -5.450 -1.084 2.664
O 0.522 -1.165 -0.035
C 6.497 -2.646 0.553
C -4.679 0.533 -1.736
H 0.022 -1.237 3.469
C 0.116 1.153 -5.489
H 5.065 1.821 -2.445
H -5.771 -0.610 0.991
H 0.580 6.853 -2.411
H 0.680 -2.824 1.888
H -6.026 0.156 -3.319
H -1.668 7.193 1.719
H 1.016 -4.447 3.842
O -1.462 -2.709 5.265
H -5.441 -2.088 -4.075
H -0.008 -7.554 0.586
C 0.124 -4.154 0.351
C 1.495 4.007 -1.314
N -5.152 1.074 2.336
C 3.442 1.336 0.467
H -0.458 5.516 -2.486
H -0.470 1.040 -7.714
H 1.921 0.884 -1.753
C 0.677 -2.015 5.591
N 1.218 4.967 -2.318
C 5.189 1.447 -1.329
O -0.033 -8.207 3.531
H -4.933 1.497 -1.729
C 3.000 0.498 -1.832
H 5.202 -5.662 2.126
H 2.614 -0.466 -1.661
H -2.476 2.355 -0.296
H -3.725 2.356 -5.112
H 0.153 1.108 -3.249
C -1.847 6.212 1.430
H -6.763 2.089 1.716
H 2.597 -1.079 2.595
H -0.424 -5.743 -1.113
O 2.271 1.233 -4.749
H 2.424 0.969 0.750
C -2.952 5.992 0.404
C -0.488 1.437 -4.152
H -0.386 6.186 -1.172
N -4.092 4.436 -1.341
H 0.951 4.058 -0.308
C -1.278 3.719 1.421
O 1.666 -7.202 4.312
C -5.831 -0.191 2.143
H 1.107 2.938 -1.563
C -5.807 2.231 2.108
C 5.224 -4.767 1.560
H -3.628 6.956 0.225
N 0.772 -7.305 3.455
H -3.409 -0.193 2.549
C -1.980 1.763 -3.940
O -0.937 -0.228 1.280
H -3.273 0.544 -0.207
C 6.512 -3.942 1.247
O -3.951 -4.286 -3.680
C -3.788 -2.311 -2.373
H 3.971 -2.402 6.567
C 5.088 -1.994 0.198
H 2.539 3.981 -1.096
N 3.861 1.179 -0.791
C -4.932 -1.731 -3.060
H 4.978 -1.149 -0.235
H -3.935 1.022 3.854
C 3.475 -1.720 4.612
H 3.402 0.233 -2.990
O -0.425 0.719 -0.588
C 1.861 -2.327 6.500
C -1.100 5.170 1.807
C 1.830 4.899 -3.534
H 5.623 0.608 -1.536
H 2.709 -2.454 0.418
N 7.667 -1.818 0.314
C -2.751 1.964 -5.173
C -5.319 -0.229 -2.779
C 0.153 5.904 -1.963
C 3.944 -4.209 1.302
N -3.464 -3.767 -2.614
O 8.663 -2.382 0.141
C -3.839 1.027 2.804
C 1.008 -1.567 4.047
C -3.225 4.578 -0.275
C 0.523 -6.233 2.467
O -0.859 -2.211 7.409
C 2.326 -1.464 3.617
H 7.393 -4.377 1.691
O -5.183 5.063 -1.171
H -0.412 5.320 2.389
C -0.840 1.256 -6.725
N -0.640 -2.281 6.185
C -2.165 1.826 -6.416
C -2.265 3.492 0.216
H 1.584 -2.720 7.432
H -2.626 1.868 -3.050
H 0.170 -3.595 -0.504
H -3.324 1.783 2.244
O 1.978 0.430 -6.616
H 5.725 2.027 -0.833
C 0.223 -6.564 0.979
H 3.214 -4.733 1.655
C 3.171 -2.252 5.901
H -2.090 -2.138 -0.779
O -3.717 3.831 -2.341
C -3.574 -0.129 -0.885
O 1.636 5.672 -4.479
O 4.187 1.945 1.346
C 0.494 -3.723 1.692
C -3.086 -1.632 -1.204
O 7.492 -0.589 0.065
*
```

Mulliken population analysis, charges in e, atoms 1 to 4: 0.192 -0.555 -0.480 0.443

[4]
Formula: C45H51N10O4PS
Source: the OMol25 dataset
Level of theory: ωB97M-V/def2-TZVPD

Output
SMILES	CO[C@@H](OC#N)[C@H](OCS)P(N)O.c1ccncc1.c1ccncc1.c1ccncc1.c1ccncc1.c1ccncc1.c1ccncc1.c1ccncc1.c1ccncc1
HOMO-LUMO gap	0.316	hartree

ORCA input file:
```
! RIJCOSX wB97M-V def2-TZVPD def2/J DEFGRID3
* xyz 0 1
C 4.792 0.908 4.669
C 5.639 0.757 6.773
N 4.576 0.895 5.983
C 3.106 -1.367 -8.966
C -10.894 1.933 1.195
H 2.573 -0.859 5.139
C 1.425 -2.677 -10.020
C 1.316 -0.021 1.129
C 2.444 3.535 -4.954
C 3.318 3.120 -7.483
N -0.308 -1.067 -0.953
C 3.091 4.572 -5.606
H -2.561 1.366 3.466
H 1.196 1.566 -2.537
H -8.965 -0.135 3.032
C -6.685 -0.655 4.849
H -10.935 -0.196 1.514
C 1.157 0.359 2.611
C 1.535 -0.309 -10.219
C -1.000 -6.469 -1.180
N -4.495 -1.568 5.207
H 1.009 -3.433 -0.130
C -10.228 3.103 1.515
C -5.074 -2.695 5.617
H 2.463 1.173 -7.167
C -5.301 -0.572 4.831
H -10.545 4.056 1.113
C 0.902 -1.502 -10.532
H -8.344 -1.943 5.307
H 7.763 0.522 6.990
H 0.112 0.526 2.856
H 8.397 -1.369 -1.445
N 2.222 2.341 -5.499
C 1.160 2.481 3.390
O 2.417 0.687 0.607
C -4.807 4.257 4.450
H 6.083 -1.147 -0.555
H 3.910 1.025 4.052
H -6.859 -3.822 6.012
H 6.162 0.801 3.020
H -7.288 0.187 4.536
C 3.537 4.356 -6.899
H 1.161 0.634 -10.600
O 1.681 -0.669 3.334
N 2.619 -0.227 -9.450
H 0.826 -7.599 -1.142
H -4.811 0.332 4.500
H 2.213 -0.444 -1.143
C 6.048 0.785 4.095
S 2.186 1.949 -1.714
H 0.835 -1.027 5.197
H -1.171 -0.965 1.805
H 1.576 -1.082 1.101
H -1.275 -1.121 -1.251
C 0.467 -4.319 -0.427
H -8.586 3.919 2.641
C -5.249 3.143 3.754
H 0.201 -0.806 -1.789
C -2.635 3.273 4.464
H -4.395 -3.486 5.918
C -3.471 4.321 4.812
C 2.656 0.466 -0.767
C 1.649 -0.471 4.751
H 2.080 3.658 -3.940
C 1.111 -5.532 -0.607
C -9.138 3.026 2.367
H 0.022 -1.508 -11.160
C 6.937 0.630 6.301
C 5.370 -1.128 -3.711
C 0.364 -6.633 -0.991
N -1.635 -5.312 -1.010
H 2.994 -3.505 -8.799
H 5.432 0.748 7.837
O -1.471 -0.251 1.230
H -5.493 5.054 4.703
H -1.587 3.276 4.727
H 8.140 0.546 4.523
C 7.554 -1.304 -2.118
C -6.446 -2.882 5.671
H -1.444 -3.339 -0.507
N 0.678 3.246 4.126
O 1.889 1.594 2.843
H 4.049 5.140 -7.443
C 2.657 2.151 -6.744
H -1.622 -7.304 -1.483
C 7.142 0.644 4.932
C -9.347 0.775 2.583
H 8.718 -1.440 -3.918
C -7.266 -1.836 5.278
H -3.086 5.173 5.358
H 6.706 -1.279 -5.385
C 6.266 -1.179 -1.624
H 3.241 5.523 -5.112
H -11.749 1.949 0.531
H 3.988 -1.269 -8.340
C 2.553 -2.612 -9.219
H 3.719 0.369 -0.882
C -0.902 -4.264 -0.639
H 4.470 -1.051 -4.313
N 5.183 -1.091 -2.394
P -0.292 0.245 0.189
H -6.288 3.046 3.453
H 0.961 -3.630 -10.242
H 1.603 0.565 5.053
H 2.178 -5.617 -0.450
H 3.650 2.906 -8.490
C 7.729 -1.342 -3.491
N -4.460 2.127 3.407
C -3.179 2.208 3.764
C 6.614 -1.253 -4.308
C -10.445 0.741 1.739
N -8.693 1.891 2.901
*
```

Mulliken population analysis, charges in e, atoms 1 to 4: 0.113 -0.290 -0.392 -0.153